A structure of composition C4H8N2O. Source: OMol25; level of theory: ωB97M-V/def2-TZVPD.

Each line ends with the Mulliken charge.
CARTESIAN COORDINATES (ANGSTROEM)
C 0.02 -1.92 0.98  -0.892
N -0.50 -1.12 -0.11  -0.387
C 0.36 -0.02 -0.52  -0.010
C -0.40 0.91 -1.47  -0.599
O -0.77 1.76 -0.36  -0.433
C 0.32 1.24 0.33  0.504
N 1.02 1.93 1.11  -0.699
H 0.25 -1.35 1.90  0.313
H -0.71 -2.70 1.22  0.329
H 0.94 -2.42 0.65  0.285
H -1.40 -0.73 0.15  0.299
H 1.34 -0.39 -0.81  0.412
H -1.26 0.50 -1.99  0.311
H 0.26 1.48 -2.14  0.279
H 0.53 2.82 1.06  0.288

Calculated values
LUMO: 1.04 eV
Energy above the lowest of the compared OMol25 structures with the same formula, charge and spin: 61.3 kcal per mole
Highest occupied orbital energy: -9.36 eV


A cluster of 2 separate species, C4H8N2O in total in a non-equilibrium geometry. Source: OMol25; level of theory: ωB97M-V/def2-TZVPD.

Each line ends with the Mulliken charge.
CARTESIAN COORDINATES (ANGSTROEM)
C 0.36 0.64 -1.61  -1.019
C 0.65 -0.05 -0.32  0.440
C 1.84 -0.60 0.11  -0.570
N 1.58 -1.10 1.36  -0.080
C 0.28 -0.84 1.65  -0.276
N -0.31 -0.20 0.65  -0.316
H 1.26 0.66 -2.25  0.307
H 0.03 1.68 -1.43  0.254
H -0.44 0.11 -2.15  0.257
H 2.82 -0.69 -0.36  0.375
H 2.25 -1.58 1.97  0.206
H -0.19 -1.13 2.59  0.406
O -3.49 0.98 -0.45  -0.671
H -3.97 1.49 0.24  0.307
H -2.68 0.64 0.00  0.380

Calculated values
SMILES: Cc1c[nH]cn1.O
LUMO: 0.80 eV
Energy above the lowest of the compared OMol25 structures with the same formula, charge and spin: 17.6 kcal per mole
Highest occupied orbital energy: -8.72 eV


A structure of composition C4H8N2O in a non-equilibrium geometry. Source: OMol25; level of theory: ωB97M-V/def2-TZVPD.

Each line ends with the Mulliken charge.
CARTESIAN COORDINATES (ANGSTROEM)
C 0.76 0.11 -0.30  0.902
C -1.74 -0.21 0.67  0.504
C 2.30 0.09 -0.15  -1.341
C 0.11 0.54 -1.59  -1.210
N 0.10 -0.10 0.75  -0.554
N -2.09 -0.50 1.96  -0.373
O -2.40 -0.23 -0.31  -0.484
H 2.27 -0.44 0.79  0.372
H 2.57 1.00 0.11  0.361
H 2.88 -0.32 -0.97  0.375
H -0.74 1.14 -1.48  0.371
H 0.93 0.70 -2.34  0.279
H -0.43 -0.36 -1.98  0.302
H -1.45 -0.52 2.74  0.239
H -3.05 -0.91 2.11  0.256

Calculated values
LUMO: 0.90 eV
Energy above the lowest of the compared OMol25 structures with the same formula, charge and spin: 62.1 kcal per mole
Highest occupied orbital energy: -8.69 eV


The molecule C4H8N2O. Source: OMol25; level of theory: ωB97M-V/def2-TZVPD.

Each line ends with the Mulliken charge.
CARTESIAN COORDINATES (ANGSTROEM)
C 1.54 0.63 1.17  -1.043
C 0.63 0.16 0.32  0.659
C -0.49 -0.75 0.75  -0.699
N -1.78 -0.11 0.52  -0.530
N 0.64 0.58 -1.03  -0.069
C 0.07 -0.05 -2.10  -0.016
O -0.47 -1.13 -2.11  -0.514
H 1.50 0.37 2.22  0.255
H 2.34 1.29 0.85  0.280
H -0.30 -1.03 1.80  0.344
H -0.47 -1.66 0.15  0.346
H -2.51 -0.80 0.43  0.214
H -2.02 0.50 1.29  0.209
H 1.13 1.44 -1.22  0.235
H 0.18 0.56 -3.02  0.328

Calculated values
SMILES: C=C(CN)NC=O
LUMO: 0.93 eV
Energy above the lowest of the compared OMol25 structures with the same formula, charge and spin: 31.6 kcal per mole
Highest occupied orbital energy: -8.94 eV


The molecule C4H8N2O in a non-equilibrium geometry. Source: OMol25; level of theory: ωB97M-V/def2-TZVPD.

Each line ends with the Mulliken charge.
CARTESIAN COORDINATES (ANGSTROEM)
C -0.89 -1.45 1.99  -0.705
C -0.58 -0.32 1.42  0.522
C -0.56 1.11 1.90  -1.130
N -0.66 -0.19 -0.12  -0.389
N 0.30 -0.12 -0.83  0.132
O 0.02 0.26 -2.21  -0.190
C 1.22 0.08 -3.00  -0.424
H -0.82 -2.40 1.46  0.296
H -0.84 -1.38 3.12  0.256
H -1.48 1.58 1.57  0.303
H -0.45 1.32 2.97  0.349
H 0.28 1.53 1.35  0.322
H 0.82 -0.51 -3.97  0.177
H 1.99 -0.56 -2.42  0.256
H 1.66 1.05 -3.22  0.225

Calculated values
SMILES: C=C(C)/N=N/OC
LUMO: 1.07 eV
Energy above the lowest of the compared OMol25 structures with the same formula, charge and spin: 119.1 kcal per mole
Highest occupied orbital energy: -9.00 eV


The molecule C4H8N2O. Source: OMol25; level of theory: ωB97M-V/def2-TZVPD.

Each line ends with the Mulliken charge.
CARTESIAN COORDINATES (ANGSTROEM)
C 1.91 -0.39 0.46  -0.927
C 1.02 -0.70 -0.70  0.016
O 0.10 -1.58 -0.62  -0.448
C -0.93 -0.45 0.25  0.360
N -1.03 -0.56 1.50  -0.702
C -0.96 0.57 -0.69  -0.279
N -1.61 1.76 -0.39  -0.468
H 1.31 -0.25 1.37  0.314
H 2.53 0.49 0.27  0.285
H 2.57 -1.25 0.63  0.293
H 1.35 -0.37 -1.70  0.444
H -1.27 -1.50 1.81  0.259
H -0.73 0.38 -1.72  0.350
H -2.33 2.05 -1.04  0.236
H -1.93 1.80 0.57  0.267

Calculated values
LUMO (spin up / spin down): 0.87 / 0.87 eV
Energy above the lowest of the compared OMol25 structures with the same formula, charge and spin: 100.2 kcal per mole
Highest occupied orbital energy (spin up / spin down): -7.65 / -7.65 eV


A structure of composition C4H8N2O. Source: OMol25; level of theory: ωB97M-V/def2-TZVPD.

Each line ends with the Mulliken charge.
CARTESIAN COORDINATES (ANGSTROEM)
C 2.31 -0.09 0.03  -1.225
C 1.13 -0.61 -0.76  0.452
O 0.19 -1.31 0.15  -0.469
C -0.71 -0.34 -0.19  0.191
N -1.95 -0.34 0.42  -0.172
C 0.01 0.36 -1.07  -0.539
N -2.45 0.96 0.63  -0.542
H 1.94 0.51 0.87  0.311
H 2.93 0.55 -0.60  0.315
H 2.92 -0.91 0.42  0.310
H 1.43 -1.30 -1.56  0.280
H -1.99 -0.97 1.21  0.279
H -0.12 1.23 -1.68  0.364
H -3.46 0.94 0.58  0.236
H -2.17 1.30 1.55  0.208

Calculated values
LUMO: 1.04 eV
Energy above the lowest of the compared OMol25 structures with the same formula, charge and spin: 81.0 kcal per mole
Highest occupied orbital energy: -7.94 eV


A cluster of 2 separate species, C4H8N2O in total in a non-equilibrium geometry. Source: OMol25; level of theory: ωB97M-V/def2-TZVPD.

Each line ends with the Mulliken charge.
CARTESIAN COORDINATES (ANGSTROEM)
H 2.96 -1.84 -0.21  0.256
N 2.26 -1.04 -0.25  -0.502
N 2.61 0.03 0.35  0.634
O 3.70 0.35 0.86  -0.580
H 1.95 0.86 0.28  0.251
C -1.44 -0.59 -1.11  -1.141
C -1.78 0.57 -0.20  -0.068
C -1.47 0.50 1.28  -0.283
C -0.60 1.20 0.63  -0.669
H -1.65 -1.47 -0.54  0.310
H -0.44 -0.61 -1.55  0.300
H -2.17 -0.67 -1.88  0.342
H -2.54 1.29 -0.45  0.423
H -1.71 -0.08 2.24  0.299
H 0.33 1.49 0.54  0.428

Calculated values
SMILES: [H]/N=[NH+]\[O-].CC1C=C1
LUMO: 0.37 eV
Energy above the lowest of the compared OMol25 structures with the same formula, charge and spin: 169.8 kcal per mole
Highest occupied orbital energy: -9.74 eV


A cluster of 2 separate species, C4H8N2O in total in a non-equilibrium geometry. Source: OMol25; level of theory: ωB97M-V/def2-TZVPD.

Each line ends with the Mulliken charge.
CARTESIAN COORDINATES (ANGSTROEM)
N 1.46 1.32 0.50  -0.591
C 1.98 0.02 0.34  -0.594
C 1.48 -0.93 -0.48  0.773
O 1.54 -1.90 -1.15  -0.470
H 0.52 1.43 -0.10  0.333
H 1.33 1.54 1.58  0.226
H 2.93 -0.24 0.85  0.327
C -1.14 -0.04 -1.46  -0.214
N -0.60 -0.23 -0.34  -0.253
C -1.52 -0.27 0.81  -0.892
H -0.40 0.01 -2.29  0.225
H -2.14 0.11 -1.73  0.299
H -1.49 0.61 1.61  0.210
H -2.67 -0.30 0.50  0.283
H -1.26 -1.12 1.35  0.337

Calculated values
SMILES: NC=C=O.C=NC
LUMO: 0.63 eV
Energy above the lowest of the compared OMol25 structures with the same formula, charge and spin: 109.9 kcal per mole
Highest occupied orbital energy: -7.00 eV


A structure of composition C4H8N2O. Source: OMol25; level of theory: ωB97M-V/def2-TZVPD.

Each line ends with the Mulliken charge.
CARTESIAN COORDINATES (ANGSTROEM)
C -0.23 1.20 1.61  -1.090
C 0.15 0.67 0.25  -0.078
N 1.61 0.44 -0.02  -0.454
C 1.29 -0.95 -0.53  -0.456
C -0.15 -0.53 -0.37  0.339
N -1.31 -0.50 -1.01  -0.230
O -1.94 -1.74 -1.17  -0.421
H -0.18 2.29 1.64  0.280
H 0.46 0.81 2.36  0.306
H -1.26 0.91 1.86  0.317
H -1.27 0.77 -0.48  0.373
H 1.94 1.02 -0.80  0.278
H 1.66 -1.69 0.17  0.213
H 1.62 -1.19 -1.54  0.279
H -2.43 -1.64 -2.00  0.344

Calculated values
LUMO: 0.62 eV
Energy above the lowest of the compared OMol25 structures with the same formula, charge and spin: 173.4 kcal per mole
Highest occupied orbital energy: -7.99 eV


The molecule C4H8N2O in a non-equilibrium geometry. Source: OMol25; level of theory: ωB97M-V/def2-TZVPD.

Each line ends with the Mulliken charge.
CARTESIAN COORDINATES (ANGSTROEM)
C -0.33 2.13 -2.19  -0.445
N -0.15 2.82 -1.16  -0.511
C 0.29 2.16 -0.05  -0.260
C -0.08 0.89 0.14  -0.162
N 0.39 0.05 1.12  -0.268
O -0.52 -0.93 1.60  -0.242
C -0.13 -2.22 1.19  -0.491
H -0.03 1.08 -2.31  0.350
H -0.77 2.60 -3.06  0.259
H 0.91 2.71 0.64  0.369
H -0.82 0.41 -0.49  0.424
H 0.88 0.48 1.90  0.246
H 0.82 -2.50 1.64  0.245
H -0.05 -2.29 0.10  0.232
H -0.92 -2.89 1.54  0.252

Calculated values
SMILES: C=N/C=C/NOC
LUMO: 1.00 eV
Energy above the lowest of the compared OMol25 structures with the same formula, charge and spin: 104.9 kcal per mole
Highest occupied orbital energy: -7.95 eV


The molecule C4H8N2O in a non-equilibrium geometry. Source: OMol25; level of theory: ωB97M-V/def2-TZVPD.

Each line ends with the Mulliken charge.
CARTESIAN COORDINATES (ANGSTROEM)
C -1.88 0.83 0.43  -0.887
N -0.44 0.72 0.50  -0.305
C 0.15 -0.04 -0.57  0.339
C -0.43 -1.41 -0.73  0.112
N -0.87 -2.47 -0.87  -0.449
C 1.70 -0.13 -0.39  -0.628
O 2.10 0.15 0.93  -0.538
H -2.40 -0.12 0.25  0.328
H -2.26 1.26 1.36  0.337
H -2.17 1.52 -0.38  0.262
H -0.10 0.39 1.40  0.254
H -0.05 0.47 -1.51  0.221
H 2.17 0.60 -1.06  0.250
H 2.04 -1.13 -0.71  0.395
H 2.44 -0.65 1.35  0.310

Calculated values
SMILES: CN[C@H](C#N)CO
LUMO: 0.66 eV
Energy above the lowest of the compared OMol25 structures with the same formula, charge and spin: 46.3 kcal per mole
Highest occupied orbital energy: -9.50 eV


A structure of composition C4H8N2O. Source: OMol25; level of theory: ωB97M-V/def2-TZVPD.

Each line ends with the Mulliken charge.
CARTESIAN COORDINATES (ANGSTROEM)
C 2.01 -0.34 -0.46  -1.334
C -0.18 0.87 0.19  0.147
C -1.11 -0.09 0.12  0.082
N -2.49 -0.19 -0.06  -0.540
C 0.88 -0.16 0.52  0.430
O -0.06 2.21 -0.07  -0.568
N -0.21 -1.17 0.36  -0.548
H -0.94 2.57 -0.22  0.306
H -2.85 0.42 -0.78  0.246
H -2.76 -1.15 -0.23  0.279
H -0.40 -1.74 1.18  0.239
H 1.25 -0.10 1.55  0.292
H 2.60 -1.21 -0.20  0.347
H 1.61 -0.47 -1.46  0.312
H 2.65 0.54 -0.45  0.309

Calculated values
LUMO: 0.74 eV
Energy above the lowest of the compared OMol25 structures with the same formula, charge and spin: 61.4 kcal per mole
Highest occupied orbital energy: -7.21 eV


A cluster of 2 separate species, C4H8N2O in total in a non-equilibrium geometry. Source: OMol25; level of theory: ωB97M-V/def2-TZVPD.

Each line ends with the Mulliken charge.
CARTESIAN COORDINATES (ANGSTROEM)
C 2.28 0.67 -0.50  -1.055
C 1.58 -0.61 -0.13  0.837
O 1.51 -1.60 -0.82  -0.510
C 1.00 -0.62 1.24  0.154
N 0.58 -0.63 2.32  -0.391
H 3.20 0.75 0.10  0.335
H 2.54 0.65 -1.56  0.297
H 1.66 1.53 -0.27  0.320
C -2.36 0.35 0.25  -0.815
N -1.31 -0.38 -0.46  -0.475
H -2.50 1.33 -0.24  0.282
H -2.03 0.54 1.27  0.284
H -3.34 -0.15 0.28  0.283
H -1.58 -0.52 -1.43  0.203
H -1.22 -1.31 -0.06  0.250

Calculated values
SMILES: CC(=O)C#N.CN
LUMO: 0.12 eV
Energy above the lowest of the compared OMol25 structures with the same formula, charge and spin: 45.8 kcal per mole
Highest occupied orbital energy: -9.66 eV


The molecule C4H8N2O in a non-equilibrium geometry. Source: OMol25; level of theory: ωB97M-V/def2-TZVPD.

Each line ends with the Mulliken charge.
CARTESIAN COORDINATES (ANGSTROEM)
N -1.00 2.52 0.27  -0.478
C -0.94 1.37 0.29  0.066
C -0.84 -0.10 0.35  0.637
N -2.13 -0.67 -0.03  -0.705
C 0.27 -0.62 -0.58  -0.863
C 1.56 0.16 -0.46  -0.534
O 1.93 0.18 0.91  -0.515
H -0.54 -0.34 1.39  0.167
H -2.06 -1.68 0.01  0.246
H -2.84 -0.40 0.64  0.263
H -0.10 -0.57 -1.62  0.306
H 0.45 -1.67 -0.34  0.390
H 1.40 1.18 -0.84  0.392
H 2.34 -0.31 -1.07  0.321
H 2.48 0.95 1.08  0.305

Calculated values
SMILES: N#C[C@@H](N)CCO
LUMO: 0.80 eV
Energy above the lowest of the compared OMol25 structures with the same formula, charge and spin: 36.1 kcal per mole
Highest occupied orbital energy: -10.12 eV


The molecule C4H8N2O. Source: OMol25; level of theory: ωB97M-V/def2-TZVPD.

Each line ends with the Mulliken charge.
CARTESIAN COORDINATES (ANGSTROEM)
N 0.35 2.09 -0.18  -0.376
C -0.37 1.42 0.77  0.538
O -0.57 1.86 1.88  -0.622
C -1.00 0.10 0.33  -0.450
N -0.35 -0.77 -0.66  -0.314
C 0.50 -1.83 -0.16  -0.395
C 1.09 -0.71 -0.92  -0.522
H 0.63 3.03 0.05  0.225
H 0.41 1.78 -1.13  0.241
H -1.20 -0.46 1.25  0.315
H -1.98 0.38 -0.09  0.258
H 0.71 -1.85 0.91  0.273
H 0.38 -2.81 -0.62  0.251
H 1.70 0.00 -0.35  0.344
H 1.37 -0.83 -1.96  0.237

Calculated values
SMILES: NC(=O)CN1CC1
LUMO: 0.95 eV
Energy above the lowest of the compared OMol25 structures with the same formula, charge and spin: 45.9 kcal per mole
Highest occupied orbital energy: -9.14 eV


The molecule C4H8N2O. Source: OMol25; level of theory: ωB97M-V/def2-TZVPD.

Each line ends with the Mulliken charge.
CARTESIAN COORDINATES (ANGSTROEM)
C 1.23 0.60 -0.34  -1.288
C -0.23 0.15 -0.31  1.162
C -0.72 0.32 1.10  0.080
N -0.42 -0.79 1.90  -0.443
O -1.27 1.32 1.52  -0.569
C -1.01 0.28 -1.56  -0.549
N -0.69 -1.04 -1.02  -0.660
H 1.85 -0.07 -0.93  0.327
H 1.29 1.62 -0.73  0.291
H 1.65 0.64 0.68  0.370
H 0.57 -0.99 2.02  0.230
H -0.89 -0.77 2.79  0.273
H -2.07 0.52 -1.60  0.268
H -0.44 0.64 -2.42  0.254
H 0.05 -1.51 -1.53  0.253

Calculated values
SMILES: C[C@@]1(C(N)=O)CN1
LUMO: 0.87 eV
Energy above the lowest of the compared OMol25 structures with the same formula, charge and spin: 45.9 kcal per mole
Highest occupied orbital energy: -9.54 eV